Record 1
{
  "formula": "C20H44O12",
  "method": "ωB97M-V/def2-TZVPD",
  "elements": ["O", "C", "C", "C", "C", "O", "C", "C", "H", "H", "H", "H", "H", "H", "O", "C", "C", "C", "C", "O", "C", "C", "H", "H", "H", "H", "H", "H", "C", "O", "H", "H", "H", "H", "C", "O", "H", "H", "H", "H", "C", "O", "H", "H", "H", "H", "C", "O", "H", "H", "H", "H", "C", "O", "H", "H", "H", "H", "C", "O", "H", "H", "H", "H", "C", "O", "H", "H", "H", "H", "C", "O", "H", "H", "H", "H"],
  "positions_angstrom": [[2.27786, 0.45457, 0.84258], [0.98786, 1.08157, 0.69058], [-0.03514, 0.29657, 0.12458], [-1.35014, 0.88357, -0.03142], [-1.62414, 2.09657, 0.60458], [-2.88114, 2.87157, 0.42558], [-0.57314, 2.80257, 1.26858], [0.75286, 2.34357, 1.27358], [2.52286, -0.13743, 0.11358], [0.12786, -0.48043, -0.47842], [-2.20714, 0.35457, -0.55542], [-3.58114, 2.15957, 0.08858], [-0.80214, 3.86657, 1.60458], [1.66786, 2.90757, 1.60858], [-2.04314, -1.34743, -3.19842], [-2.14514, -2.64243, -3.45342], [-3.38914, -3.07343, -4.09042], [-3.49814, -4.50343, -4.29342], [-2.44114, -5.39343, -4.13542], [-2.64914, -6.72543, -4.40942], [-1.26614, -4.92143, -3.59242], [-1.10614, -3.55743, -3.20942], [-2.83714, -0.71743, -3.24342], [-4.02614, -2.45043, -4.19542], [-4.51914, -4.85843, -4.48942], [-3.44214, -7.00943, -4.94442], [-0.38114, -5.57243, -3.29342], [-0.15814, -3.33943, -2.91542], [-0.92114, 4.25657, -1.83542], [-1.37314, 5.13957, -0.84742], [-1.39414, 3.21457, -1.69642], [0.08886, 4.37157, -1.91842], [-1.14814, 4.70357, -2.73342], [-2.24314, 4.81057, -0.42442], [1.65086, 3.16457, 4.41258], [2.56686, 3.03157, 5.48758], [1.62786, 2.32057, 3.79758], [1.83586, 4.13157, 3.71458], [0.74786, 3.08057, 4.80158], [2.77986, 3.92457, 5.88858], [3.31786, -0.61743, 4.75758], [2.24486, -0.62843, 3.78758], [3.05486, -1.38043, 5.51158], [3.37286, 0.41857, 5.32958], [4.23186, -0.73343, 4.18658], [2.73286, -0.13943, 2.99758], [-5.55914, -0.20343, 1.14158], [-4.93314, 0.56257, 0.22358], [-6.64614, 0.21457, 1.23158], [-5.14614, -0.27043, 2.15658], [-5.66214, -1.33243, 1.00158], [-4.82414, 0.04457, -0.70342], [-1.63814, -0.15743, 3.54258], [-0.66114, 0.04657, 4.54558], [-1.09614, -0.43443, 2.53358], [-2.38814, 0.63557, 3.62258], [-2.04914, -1.07543, 3.42458], [0.28186, -0.19343, 4.20958], [2.27486, -2.48843, -0.81842], [3.00786, -1.31843, -1.19242], [1.94486, -2.37443, 0.19158], [2.92086, -3.43843, -0.75742], [1.56286, -2.83143, -1.59642], [3.84986, -1.52243, -1.74642], [0.25386, 1.18757, -3.33142], [0.53986, -0.17043, -3.49642], [0.37186, 1.96157, -4.08542], [0.28586, 1.68457, -2.23642], [-0.82214, 1.11157, -3.16342], [-0.35314, -0.65143, -3.36642], [6.95986, 0.66457, -0.20242], [5.64386, 0.28257, 0.38658], [7.73886, -0.21743, -0.18742], [7.45086, 1.40057, 0.38458], [6.69786, 1.01957, -1.07242], [5.43886, -0.59443, 0.02658]],
  "mulliken_charge": [-0.422, 0.975, -1.365, 0.315, 0.258, -0.616, -0.542, -0.580, 0.167, 0.697, -0.207, 0.312, 0.329, 0.663, -0.424, 0.682, -1.384, -0.368, 0.508, -0.561, -0.381, -0.409, 0.268, 0.759, 0.255, 0.323, 0.289, 0.284, -0.670, -0.625, 0.129, 0.322, 0.521, 0.378, -0.161, -0.512, -0.164, 0.212, 0.431, 0.287, -0.542, -0.434, 0.222, 0.145, 0.287, 0.194, -0.645, -0.443, 0.248, 0.255, 0.266, 0.290, -0.168, -0.572, -0.211, 0.238, 0.438, 0.346, -0.101, -0.575, 0.301, 0.326, -0.154, 0.280, -0.328, -0.512, 0.405, 0.034, 0.055, 0.374, -0.615, -0.386, 0.231, 0.231, 0.307, 0.246],
  "smiles": "Oc1ccc(O)cc1.Oc1ccc(O)cc1.CO.CO.CO.CO.CO.CO.CO.CO"
}


Record 2
{
  "formula": "C8H4F5IrN2O3Se3Te2",
  "method": "ωB97M-V/def2-TZVPD",
  "elements": ["Ir", "Se", "Te", "Te", "Se", "N", "C", "C", "O", "O", "H", "H", "H", "H", "O", "N", "F", "C", "C", "F", "C", "F", "C", "Se", "C", "F", "C", "F"],
  "positions_angstrom": [[1.68582, 0.24831, -1.13557], [3.97497, 1.01530, -0.19353], [4.36601, 3.19944, -1.24055], [2.98019, 2.99866, -3.49601], [2.50181, 0.57151, -3.47681], [0.88378, 0.40231, 0.85743], [0.11902, 1.67363, 0.97773], [0.63196, 2.69083, -0.02460], [0.52141, 3.87120, 0.12056], [1.17653, 2.14179, -1.11117], [0.27965, -0.37847, 1.10660], [1.65676, 0.41472, 1.51946], [0.16997, 2.07283, 1.98710], [-0.92218, 1.47403, 0.72409], [2.57406, -2.48104, -1.30750], [2.22257, -1.42521, -1.24560], [-4.28965, -2.03874, 0.85547], [-3.00578, -1.61865, 1.03760], [-1.98288, -2.71772, 0.88163], [-2.00252, -3.79730, 1.63719], [-1.09445, -2.35537, -0.03706], [-0.00056, -3.01916, -0.39950], [-1.42779, -1.04086, -0.64393], [-0.57139, -0.21951, -2.12036], [-2.55032, -0.64380, -0.03971], [-3.23581, 0.46152, -0.24723], [-2.95988, -0.91644, 2.40813], [-1.70128, -0.58379, 2.60614]],
  "mulliken_charge": [0.908, -0.323, 0.340, 0.225, -0.199, -0.520, 0.030, 0.304, -0.567, -0.458, 0.070, 0.443, 0.517, -0.060, -0.351, 0.739, -0.298, 1.903, -0.481, -0.276, 0.654, -0.311, 0.068, 0.082, -0.598, -0.318, -0.513, -0.009],
  "spin_multiplicity": 2,
  "total_charge": 1
}


Record 3
{
  "formula": "C23H32N6O2",
  "method": "ωB97M-V/def2-TZVPD",
  "elements": ["C", "C", "C", "N", "C", "C", "N", "C", "C", "C", "N", "C", "O", "C", "N", "N", "C", "C", "C", "C", "C", "C", "C", "C", "N", "C", "C", "C", "O", "C", "C", "H", "H", "H", "H", "H", "H", "H", "H", "H", "H", "H", "H", "H", "H", "H", "H", "H", "H", "H", "H", "H", "H", "H", "H", "H", "H", "H", "H", "H", "H", "H", "H"],
  "positions_angstrom": [[1.87443, 3.26176, 2.82560], [1.49395, 2.72148, 1.30070], [0.06291, 2.36446, 1.19922], [-0.36515, 1.33026, 2.10570], [0.62430, 0.13774, 1.67898], [0.06326, -1.12177, 2.22710], [-1.46979, -1.38420, 1.35758], [-2.31318, -2.29885, 2.15665], [-3.12530, -2.98674, 1.38430], [-2.61620, -4.20782, 0.65228], [-1.69394, -4.01708, -0.41688], [-0.21077, -4.18152, -0.08807], [0.00578, -4.73951, 0.81410], [0.81187, -3.65937, -1.26289], [0.55300, -2.34968, -1.64988], [-0.54691, -1.93182, -2.00169], [-1.13872, -0.71656, -2.59631], [0.00886, 0.19457, -2.30014], [0.07818, 1.74978, -2.48486], [-0.76823, 2.58606, -3.02471], [-0.45717, 3.99747, -3.19294], [0.95987, 4.23959, -3.00211], [1.94181, 3.32170, -2.39494], [1.58635, 2.10018, -2.25936], [2.17041, 0.84444, -2.03395], [3.59530, 0.90827, -1.58630], [1.25636, -0.05776, -1.71186], [1.63985, -1.38650, -1.45518], [2.66880, -1.82639, -0.97321], [-2.09035, -0.09188, 1.07233], [-1.62574, 0.93394, 2.16972], [2.79459, 3.49461, 2.95551], [1.66405, 2.44222, 3.51090], [1.10598, 4.13307, 3.02939], [2.45287, 1.91485, 1.23238], [1.58199, 3.72628, 0.70791], [-0.48639, 3.25470, 1.45090], [-0.02458, 2.10896, 0.02688], [0.89071, -0.10457, 0.51632], [1.51496, 0.18231, 2.05362], [-0.13784, -1.21391, 3.30614], [0.59925, -2.17354, 1.97546], [-1.58115, -3.13542, 2.56117], [-2.82953, -1.99923, 3.00441], [-4.08253, -3.35492, 2.13654], [-3.69871, -2.35908, 0.55133], [-3.56431, -4.77552, -0.09066], [-2.15568, -4.88047, 1.21953], [-1.88051, -3.28078, -0.87538], [1.55176, -3.94729, -0.77858], [0.38554, -4.35297, -1.94677], [-1.98418, -0.40380, -2.80028], [-1.81520, 2.41929, -3.16260], [-0.96217, 4.56693, -3.63177], [1.12106, 5.32294, -3.08268], [3.16678, 3.56525, -2.17593], [3.97905, -0.05919, -1.31759], [3.86028, 1.55921, -0.60071], [4.45224, 1.20748, -2.43232], [-3.27391, -0.19496, 1.31676], [-1.72487, 0.09264, 0.06926], [-2.07878, 1.82228, 1.76959], [-1.81465, 0.68835, 2.99229]],
  "mulliken_charge": [-1.474, 0.082, -0.702, -0.040, -1.566, -1.434, 0.604, -1.195, -0.061, -1.525, -0.192, 0.546, -0.371, -1.173, 0.903, -0.839, -1.012, -0.393, 0.009, 0.389, -1.567, -0.529, -0.073, 0.419, 0.043, -0.951, -0.302, 1.791, -0.734, -0.486, -1.811, 0.640, 0.297, 0.263, -0.221, 0.278, 0.832, 0.125, 0.701, 1.188, 0.354, 0.344, 0.350, 0.476, 0.244, 0.182, 0.242, 0.814, 0.394, 0.502, 0.411, 0.651, 0.371, 0.835, 0.303, 0.145, 0.401, 0.216, 0.251, 0.506, -0.010, 0.587, 0.974],
  "smiles": "CCCN1CCN(CCCNC(=O)Cn2ncc3c4ccccc4n(C)c3c2=O)CC1"
}


Q: Which energy above the lowest of the compared OMol25 structures with the same formula, charge and spin values were calculated for the entries above? A: 37.6, 360.2, 2221.9, in kJ/mol.